Entry 1:
Below is 2 unconnected molecules or ions with the total composition C15H22N4O3 in a non-equilibrium geometry, with properties calculated with ωB97M-V/def2-TZVPD.

Positions of all 44 atoms, in Å:
C: -6.423 -1.748 0.893
N: -5.050 -1.969 0.438
C: -4.276 -1.026 -0.117
O: -4.687 0.109 -0.337
C: -2.861 -1.454 -0.532
C: -2.074 -0.286 -1.146
O: -0.747 -0.674 -1.445
N: -2.915 -2.598 -1.462
C: -2.141 -3.682 -1.475
C: -1.099 -3.901 -0.394
O: -2.297 -4.528 -2.340
H: -6.801 -2.635 1.403
H: -7.065 -1.525 0.038
H: -6.453 -0.900 1.581
H: -4.660 -2.894 0.533
H: -2.344 -1.744 0.381
H: -2.054 0.549 -0.443
H: -2.569 0.035 -2.064
H: -0.352 0.001 -2.005
H: -3.560 -2.539 -2.234
H: -0.398 -3.070 -0.390
H: -0.558 -4.821 -0.610
H: -1.586 -3.986 0.573
C: 1.942 -0.020 1.007
C: 2.759 1.196 0.642
C: 2.678 1.713 -0.665
C: 3.426 2.832 -1.023
N: 3.481 3.482 -2.250
C: 4.329 4.471 -2.081
N: 4.821 4.483 -0.787
C: 4.253 3.441 -0.097
C: 4.352 2.954 1.205
C: 3.602 1.828 1.588
C: 3.722 1.313 3.002
H: 1.148 0.256 1.708
H: 2.576 -0.781 1.472
H: 1.480 -0.463 0.121
H: 2.045 1.252 -1.413
H: 4.603 5.181 -2.855
H: 5.489 5.151 -0.414
H: 5.007 3.449 1.915
H: 4.312 1.997 3.619
H: 4.214 0.336 3.006
H: 2.732 1.214 3.457

Lowest unoccupied orbital energy: 0.0223 hartree
Relative energy (zero: lowest compared OMol25 entry of this formula, charge and spin): 35.7 kcal/mol
SMILES: CNC(=O)[C@H](CO)NC(C)=O.Cc1cc2nc[nH]c2cc1C
Charge: 0
HOMO-LUMO gap: 9.02 eV

Entry 2:
Below is a molecular structure, C15H22N4O3S2 in a non-equilibrium geometry, with properties calculated with ωB97M-V/def2-TZVPD.

Positions of all 46 atoms, in Å:
C: 2.891 3.389 -0.594
C: 3.415 1.989 -0.891
C: 4.108 1.342 0.308
C: 3.175 1.067 1.490
N: 1.990 0.288 1.166
C: 0.801 0.918 1.234
O: 0.695 2.104 1.500
C: -0.469 0.099 0.983
N: -0.515 -0.437 -0.352
S: -1.268 -1.911 -0.498
O: -0.738 -2.743 0.546
O: -1.129 -2.344 -1.853
C: -3.005 -1.651 -0.114
C: -3.520 -2.156 1.046
C: -4.879 -1.995 1.384
C: -5.746 -1.332 0.558
C: -5.245 -0.800 -0.642
N: -5.911 -0.120 -1.577
S: -4.893 0.281 -2.747
N: -3.556 -0.368 -2.144
C: -3.850 -0.950 -0.983
H: -6.790 -1.212 0.797
H: -5.235 -2.415 2.312
H: -2.857 -2.704 1.697
C: -0.713 0.519 -1.412
H: 0.164 1.163 -1.488
H: -1.594 1.146 -1.238
H: -0.846 -0.043 -2.333
H: -1.315 0.779 1.172
H: -0.527 -0.741 1.676
C: 2.170 -1.135 0.943
H: 3.027 -1.446 1.549
C: 2.417 -1.533 -0.512
H: 2.549 -2.611 -0.555
H: 1.560 -1.278 -1.127
H: 3.305 -1.059 -0.919
H: 1.293 -1.681 1.290
H: 2.822 2.015 1.901
H: 3.735 0.538 2.269
H: 4.583 0.411 -0.008
H: 4.900 2.004 0.666
H: 4.133 2.040 -1.714
H: 2.588 1.354 -1.214
H: 2.488 3.838 -1.499
H: 3.692 4.026 -0.225
H: 2.100 3.356 0.150

Lowest unoccupied orbital energy: -0.0450 hartree
Relative energy (zero: lowest compared OMol25 entry of this formula, charge and spin): 8.1 kcal/mol
Charge: 0
HOMO-LUMO gap: 8.00 eV

Entry 3:
Below is a molecular structure, C15H23BrGaN6S in a non-equilibrium geometry, with properties calculated with ωB97M-V/def2-TZVPD.

Positions of all 47 atoms, in Å:
Ga: -0.774 0.266 -0.704
C: -5.007 2.293 2.592
C: -4.518 1.733 1.302
C: -5.362 1.591 0.194
C: -4.861 1.154 -1.026
C: -3.529 0.827 -1.084
Br: -2.645 0.279 -2.683
N: -2.713 0.883 -0.028
C: -3.194 1.337 1.141
H: -5.914 1.778 2.911
H: -5.280 3.342 2.461
H: -4.262 2.231 3.381
H: -6.413 1.838 0.278
H: -5.492 1.086 -1.902
H: -2.490 1.380 1.963
C: 2.805 2.224 2.813
C: 1.845 1.804 1.711
N: 2.623 1.279 0.580
C: 2.352 1.358 -0.706
S: 0.745 1.920 -1.254
N: 3.220 1.096 -1.653
C: 4.616 0.655 -1.506
C: 4.751 -0.812 -1.902
H: 2.252 2.557 3.688
H: 3.420 3.057 2.477
H: 3.451 1.399 3.113
H: 1.257 2.661 1.383
H: 1.163 1.022 2.068
H: 3.557 0.985 0.842
H: 2.915 1.194 -2.612
H: 4.959 0.815 -0.486
H: 5.221 1.272 -2.170
H: 4.053 -1.439 -1.344
H: 5.764 -1.150 -1.693
H: 4.561 -0.951 -2.965
N: -0.319 -5.057 0.775
C: -0.277 -4.132 -0.173
C: -0.477 -2.742 0.094
N: -0.431 -1.864 -0.898
C: -0.185 -2.258 -2.153
C: 0.009 -3.619 -2.396
N: -0.038 -4.508 -1.436
H: -0.497 -4.846 1.742
H: -0.222 -6.027 0.513
H: -0.690 -2.404 1.100
H: -0.150 -1.525 -2.949
H: 0.199 -3.983 -3.399

Lowest unoccupied orbital energy: -0.4066 hartree
Charge: +3
HOMO-LUMO gap: 6.47 eV

Entry 4:
Below is a molecular structure, C15H23ClOPt in a non-equilibrium geometry, with properties calculated with ωB97M-V/def2-TZVPD.

Positions of all 41 atoms, in Å:
C: -4.973 1.109 -2.992
C: -5.813 1.226 -1.793
C: -4.457 2.327 -3.632
C: -4.952 -0.158 -3.737
Cl: -2.273 0.595 -1.543
H: -5.227 2.766 -4.289
H: -3.576 2.111 -4.248
H: -4.186 3.084 -2.886
H: -6.856 1.447 -2.080
H: -5.468 2.039 -1.142
H: -5.819 0.293 -1.216
H: -5.815 -0.209 -4.423
H: -5.016 -1.020 -3.061
H: -4.041 -0.253 -4.339
C: 1.085 0.843 2.095
C: 1.363 1.675 0.974
C: 0.110 2.200 0.469
H: 2.338 2.000 0.632
C: -0.959 1.554 1.247
C: -0.316 0.729 2.251
H: -0.839 0.219 3.051
H: 1.825 0.400 2.756
H: -0.036 3.009 -0.239
H: -2.006 1.836 1.196
C: 1.093 -1.728 -0.492
C: 2.091 -0.705 -0.416
C: 1.879 0.223 -1.498
H: 2.891 -0.674 0.317
C: 0.818 -0.275 -2.324
C: 0.308 -1.493 -1.704
H: -0.430 -2.163 -2.126
H: 0.993 -2.589 0.163
H: 2.489 1.095 -1.728
H: 0.463 0.135 -3.265
Pt: -0.179 0.195 -0.331
C: -1.955 -2.538 0.222
O: -1.434 -1.384 0.914
H: -2.381 -2.206 -0.739
H: -2.728 -2.990 0.863
H: -1.127 -3.243 0.070
H: -2.200 -0.829 1.155

Lowest unoccupied orbital energy (alpha / beta): -0.2831 / -0.3180 hartree
<S²>: 6.02
Charge: +2
HOMO-LUMO gap (alpha / beta): 5.92 / 7.23 eV
2S+1: 5

Entry 5:
Below is 2 unconnected molecules or ions with the total composition C15H23F3N3 in a non-equilibrium geometry, with properties calculated with ωB97M-V/def2-TZVPD.

Positions of all 44 atoms, in Å:
C: -2.463 -0.458 -1.503
N: -1.058 -0.097 -1.659
C: -0.837 1.211 -2.284
C: -0.108 -1.083 -1.563
C: 1.287 -0.906 -1.573
C: 1.886 0.349 -1.320
C: 3.242 0.513 -1.415
C: 4.060 -0.555 -1.742
C: 5.547 -0.329 -1.951
F: 6.199 -1.501 -1.807
F: 5.727 0.150 -3.198
F: 5.990 0.568 -1.046
C: 3.507 -1.814 -1.920
C: 2.153 -2.000 -1.822
H: -3.084 0.433 -1.503
H: -2.774 -1.106 -2.319
H: -2.603 -0.980 -0.562
H: -1.670 1.464 -2.936
H: -0.760 1.981 -1.524
H: 0.064 1.207 -2.889
H: -0.481 -2.089 -1.501
H: 1.277 1.183 -1.020
H: 3.694 1.473 -1.228
H: 4.164 -2.642 -2.132
H: 1.734 -2.980 -1.978
N: -3.408 2.218 0.881
C: -3.005 1.678 2.165
C: -2.288 0.330 2.061
C: -2.089 -0.308 3.456
C: -0.624 -0.798 3.515
C: 0.041 -0.336 2.204
N: -0.926 0.513 1.481
H: -4.036 1.582 0.405
H: -3.907 3.094 0.999
H: -2.309 2.383 2.633
H: -3.866 1.593 2.843
H: -2.870 -0.358 1.428
H: -2.285 0.439 4.232
H: -2.807 -1.120 3.629
H: -0.110 -0.382 4.391
H: -0.570 -1.887 3.623
H: 0.951 0.241 2.395
H: 0.343 -1.191 1.587
H: -0.928 0.315 0.466

Lowest unoccupied orbital energy: -0.1957 hartree
Charge: +1
HOMO-LUMO gap: 6.14 eV

Entry 6:
Below is a molecular structure, C15H23FeN2O7S in a non-equilibrium geometry, with properties calculated with ωB97M-V/def2-TZVPD.

Positions of all 49 atoms, in Å:
Fe: 0.007 -0.571 0.246
C: 0.101 -2.870 -1.607
C: -1.338 -2.674 -1.118
N: -1.380 -2.049 0.213
C: -1.270 -2.910 1.389
C: 0.129 -3.471 1.624
S: 1.435 -2.192 1.617
C: 2.515 -2.745 0.258
C: 2.332 -1.958 -1.035
N: 0.927 -1.690 -1.314
H: 0.547 -3.739 -1.123
H: 0.083 -3.081 -2.681
H: -1.835 -1.984 -1.795
H: -1.865 -3.638 -1.129
H: -2.238 -1.515 0.297
H: -1.535 -2.278 2.237
H: -1.973 -3.753 1.336
H: 0.135 -3.948 2.605
H: 0.393 -4.236 0.895
H: 3.541 -2.622 0.603
H: 2.351 -3.817 0.135
H: 2.813 -0.985 -0.938
H: 2.818 -2.511 -1.852
H: 0.850 -1.036 -2.096
O: -0.047 0.457 -3.268
C: -0.439 0.916 -2.186
O: -1.035 0.219 -1.296
C: -0.177 2.392 -1.886
C: -1.254 3.033 -0.996
C: -1.156 4.565 -1.108
C: 0.109 4.841 -0.251
C: 0.492 3.410 0.166
O: -0.780 2.793 0.325
C: 1.110 2.683 -1.044
C: 1.995 1.488 -0.671
O: 3.111 1.427 -1.195
O: 1.568 0.642 0.191
H: -0.093 2.896 -2.848
H: -2.247 2.606 -1.110
H: -1.058 4.900 -2.141
H: -2.038 5.036 -0.674
H: 0.905 5.341 -0.803
H: -0.132 5.439 0.628
H: 1.062 3.324 1.087
H: 1.761 3.357 -1.599
O: -0.878 1.133 3.846
C: -0.420 0.905 2.731
O: -0.833 -0.008 1.927
H: 0.447 1.477 2.365

Lowest unoccupied orbital energy (alpha / beta): 0.0929 / 0.0926 hartree
Charge: -1
HOMO-LUMO gap (alpha / beta): 7.12 / 7.23 eV

Entry 7:
Below is a molecular structure, C15H23N2OZr in a non-equilibrium geometry, with properties calculated with ωB97M-V/def2-TZVPD.

Positions of all 42 atoms, in Å:
C: -0.484 0.840 -3.928
C: 0.109 2.175 -3.749
C: 0.364 -0.297 -4.314
C: -1.940 0.669 -3.796
H: 0.468 -0.393 -5.408
H: -0.051 -1.251 -3.959
H: 1.384 -0.188 -3.917
H: 0.129 2.761 -4.684
H: 1.148 2.111 -3.398
H: -0.469 2.766 -3.025
H: -2.473 0.830 -4.748
H: -2.355 1.394 -3.082
H: -2.202 -0.343 -3.459
C: 2.301 -0.056 1.829
C: 2.169 -0.862 0.646
C: 1.903 0.026 -0.451
H: 2.429 -1.918 0.559
C: 1.777 1.357 0.065
C: 2.039 1.306 1.480
H: 2.163 2.166 2.145
H: 2.758 -0.380 2.762
H: 1.961 -0.236 -1.508
H: 1.655 2.259 -0.541
C: -2.216 -1.079 1.276
C: -1.206 -2.022 1.657
C: -0.384 -2.285 0.507
H: -1.205 -2.606 2.574
C: -0.930 -1.550 -0.598
C: -2.034 -0.772 -0.117
H: -2.687 -0.152 -0.736
H: -3.044 -0.737 1.904
H: 0.398 -3.042 0.445
H: -0.652 -1.670 -1.647
Zr: -0.031 0.022 1.071
N: 0.342 -0.963 4.837
C: -0.146 0.178 4.325
N: -0.557 1.183 5.111
O: -0.264 0.312 3.064
H: 0.494 -1.083 5.826
H: 0.656 -1.677 4.190
H: -0.884 2.031 4.672
H: -0.432 1.173 6.117

Lowest unoccupied orbital energy (alpha / beta): -0.1504 / -0.1505 hartree
Relative energy (zero: lowest compared OMol25 entry of this formula, charge and spin): 6.8 kcal/mol
Charge: +1
HOMO-LUMO gap (alpha / beta): 3.14 / 3.14 eV

Entry 8:
Below is a single C15H23N3O3 molecule in a non-equilibrium geometry, with properties calculated with ωB97M-V/def2-TZVPD.

Positions of all 44 atoms, in Å:
N: 4.364 -0.258 -0.556
C: 3.556 0.974 -0.257
C: 2.448 1.204 -1.341
C: 1.331 2.184 -1.069
C: 0.391 1.402 -0.093
C: -0.776 2.168 0.212
N: -0.674 3.483 0.972
C: -1.672 1.325 1.255
O: -1.651 1.745 2.466
N: -2.534 0.434 0.660
C: -2.761 -0.469 -0.359
C: -2.348 -2.020 0.058
C: -0.817 -2.136 0.251
C: -0.272 -2.122 1.599
C: 1.058 -2.550 2.057
C: 1.870 -2.666 1.008
C: 1.477 -2.498 -0.375
C: 0.111 -2.248 -0.790
C: -4.134 -0.458 -0.926
O: -4.583 -1.496 -1.578
O: -4.901 0.658 -0.672
H: 3.503 -0.794 -1.202
H: 5.111 0.121 -1.287
H: 4.139 2.042 -0.348
H: 2.986 0.995 0.843
H: 1.809 0.318 -1.781
H: 2.905 1.399 -2.352
H: 1.703 3.221 -0.579
H: 1.010 2.759 -1.930
H: 0.903 0.975 0.858
H: 0.372 0.429 -0.663
H: -1.576 2.420 -0.647
H: -0.832 3.314 2.117
H: -1.570 3.910 0.413
H: -3.085 0.052 1.334
H: -2.200 -0.008 -1.270
H: -2.480 -2.721 -0.901
H: -3.124 -2.432 0.845
H: -1.087 -2.346 2.507
H: 1.548 -2.741 3.042
H: 2.900 -3.098 1.135
H: 2.179 -2.998 -1.074
H: -0.313 -2.558 -1.657
H: -4.285 1.085 0.076

Lowest unoccupied orbital energy: 0.0102 hartree
Relative energy (zero: lowest compared OMol25 entry of this formula, charge and spin): 237.6 kcal/mol
SMILES: NCCCC[C@H](N)C(=O)N[C@@H](Cc1ccccc1)C(=O)O
Charge: 0
HOMO-LUMO gap: 9.43 eV